Entry 1:
ORCA calculation (ωB97M-V/def2-TZVPD) on a molecular structure, C58H54ClN4NaO5P2S.

The calculation puts the strongest force on any atom at 1.41 eV/Å. The molecular weight comes out at 1039.6 u. As for the spin multiplicity: 1. The total energy comes out at -4540.9180 a.u. As for the net charge: -2. The value obtained for the HOMO energy is -1.50 eV. The calculation puts the HOMO-LUMO gap at 5.2 eV.

CARTESIAN COORDINATES (ANGSTROEM)
1 Na -0.75 -0.43 -0.40
2 C -2.12 -2.92 2.42
3 C -0.96 -3.81 1.98
4 C 0.26 -3.01 1.46
5 N 0.20 -2.49 0.12
6 C 0.43 -3.28 -0.89
7 C 0.58 -4.69 -0.76
8 C 0.96 -5.68 -1.62
9 C 1.55 -5.57 -2.87
10 C 1.86 -4.37 -3.50
11 C 1.45 -3.10 -3.20
12 C 0.52 -2.61 -2.22
13 N -0.17 -1.53 -2.38
14 C -0.13 -0.87 -3.66
15 C -1.26 0.13 -3.90
16 C -1.24 1.35 -2.96
17 N -1.90 1.00 -1.73
18 C -3.21 1.02 -1.67
19 C -4.06 1.78 -2.52
20 C -5.42 1.76 -2.70
21 C -6.36 0.83 -2.27
22 C -6.11 -0.24 -1.43
23 C -4.98 -0.51 -0.69
24 C -3.75 0.20 -0.56
25 N -2.94 0.08 0.45
26 C -3.25 -0.78 1.55
27 C -2.75 -2.20 1.23
28 H -1.74 -2.19 3.13
29 H -2.87 -3.53 2.94
30 H -1.32 -4.50 1.21
31 H -0.62 -4.39 2.84
32 H 1.15 -3.65 1.59
33 H 0.38 -2.15 2.12
34 H 0.28 -5.06 0.21
35 H 0.85 -6.70 -1.23
36 H 1.87 -6.49 -3.36
37 H 2.49 -4.46 -4.38
38 H 1.85 -2.33 -3.86
39 H -0.19 -1.62 -4.47
40 H 0.82 -0.33 -3.78
41 H -2.23 -0.37 -3.78
42 H -1.18 0.47 -4.93
43 H -1.69 2.21 -3.48
44 H -0.21 1.61 -2.74
45 H -3.55 2.56 -3.08
46 H -5.81 2.54 -3.36
47 H -7.37 0.93 -2.67
48 H -6.93 -0.94 -1.30
49 H -5.03 -1.41 -0.09
50 H -4.32 -0.78 1.82
51 H -2.70 -0.40 2.41
52 H -1.98 -2.08 0.47
53 H -3.55 -2.81 0.81
54 O 2.18 1.40 -2.74
55 S 1.99 1.20 -1.29
56 C 3.70 0.93 -0.72
57 C 4.74 1.20 -1.61
58 C 6.05 1.05 -1.21
59 C 6.32 0.59 0.08
60 C 5.28 0.27 0.93
61 C 3.96 0.43 0.54
62 P 2.53 -0.16 1.57
63 C 3.27 -1.85 1.47
64 C 3.14 -2.44 0.21
65 C 3.64 -3.70 -0.05
66 C 4.30 -4.39 0.95
67 C 4.48 -3.81 2.19
68 C 3.96 -2.55 2.45
69 C 3.17 0.48 3.16
70 C 2.96 -0.19 4.36
71 C 3.35 0.38 5.56
72 C 3.95 1.63 5.57
73 C 4.14 2.32 4.39
74 C 3.74 1.75 3.19
75 C 1.92 2.93 -0.69
76 C 2.88 3.83 -1.14
77 C 2.80 5.17 -0.81
78 C 1.73 5.62 -0.05
79 C 0.77 4.73 0.37
80 C 0.84 3.37 0.06
81 P -0.49 2.21 0.66
82 C -0.38 2.80 2.41
83 C 0.78 3.36 2.93
84 C 0.82 3.87 4.21
85 C -0.29 3.80 5.03
86 C -1.42 3.15 4.56
87 C -1.46 2.65 3.28
88 C -1.91 3.25 0.10
89 C -3.17 3.05 0.66
90 C -4.26 3.80 0.27
91 C -4.12 4.77 -0.71
92 C -2.90 4.92 -1.34
93 C -1.81 4.16 -0.95
94 H 4.48 1.51 -2.61
95 H 6.86 1.28 -1.89
96 H 7.34 0.47 0.41
97 H 5.50 -0.12 1.91
98 H 2.62 -1.89 -0.56
99 H 3.48 -4.14 -1.02
100 H 4.69 -5.39 0.76
101 H 5.02 -4.34 2.96
102 H 4.10 -2.12 3.44
103 H 2.45 -1.14 4.36
104 H 3.17 -0.14 6.48
105 H 4.25 2.09 6.51
106 H 4.60 3.30 4.39
107 H 3.88 2.30 2.27
108 H 3.70 3.48 -1.74
109 H 3.56 5.86 -1.15
110 H 1.65 6.67 0.21
111 H -0.07 5.08 0.95
112 H 1.68 3.41 2.33
113 H 1.74 4.32 4.58
114 H -0.27 4.22 6.02
115 H -2.27 3.01 5.21
116 H -2.33 2.09 2.97
117 H -3.31 2.26 1.38
118 H -5.22 3.62 0.72
119 H -4.96 5.38 -1.01
120 H -2.78 5.63 -2.14
121 H -0.87 4.28 -1.48
122 O 0.46 0.90 5.20
123 Cl -0.13 -0.09 4.37
124 O 0.21 -1.38 4.87
125 O -1.55 0.06 4.38
126 O 0.35 0.04 3.03

Löwdin population analysis, charges in e, atoms 1 to 99:
1. Na 0.092
2. C -0.194
3. C -0.182
4. C -0.231
5. N 0.012
6. C -0.267
7. C -0.056
8. C -0.139
9. C -0.175
10. C -0.147
11. C -0.058
12. C -0.251
13. N 0.064
14. C -0.256
15. C -0.154
16. C -0.241
17. N -0.018
18. C -0.261
19. C -0.058
20. C -0.139
21. C -0.175
22. C -0.140
23. C -0.038
24. C -0.245
25. N 0.014
26. C -0.220
27. C -0.162
28. H 0.080
29. H 0.107
30. H 0.098
31. H 0.109
32. H 0.108
33. H 0.078
34. H 0.075
35. H 0.092
36. H 0.068
37. H 0.090
38. H 0.090
39. H 0.112
40. H 0.096
41. H 0.113
42. H 0.102
43. H 0.096
44. H 0.070
45. H 0.085
46. H 0.089
47. H 0.066
48. H 0.089
49. H 0.078
50. H 0.113
51. H 0.081
52. H 0.085
53. H 0.108
54. O -0.509
55. S 0.960
56. C -0.364
57. C -0.095
58. C -0.082
59. C -0.078
60. C -0.081
61. C -0.363
62. P 1.173
63. C -0.343
64. C -0.110
65. C -0.064
66. C -0.096
67. C -0.099
68. C -0.088
69. C -0.353
70. C -0.132
71. C -0.082
72. C -0.098
73. C -0.101
74. C -0.116
75. C -0.323
76. C -0.071
77. C -0.078
78. C -0.073
79. C -0.119
80. C -0.368
81. P 1.178
82. C -0.334
83. C -0.110
84. C -0.090
85. C -0.108
86. C -0.094
87. C -0.115
88. C -0.330
89. C -0.104
90. C -0.077
91. C -0.112
92. C -0.099
93. C -0.105
94. H 0.100
95. H 0.095
96. H 0.097
97. H 0.113
98. H 0.094
99. H 0.096

***

Entry 2:
ORCA calculation (ωB97M-V/def2-TZVPD) on a molecular structure, C30H60N15OS2Ti.

The calculation puts the strongest force on any atom at 0.68 eV/Å. The molecular weight comes out at 758.9 u. As for the spin multiplicity: 1. The total energy comes out at -3721.4418 a.u. As for the net charge: +1. The value obtained for the HOMO energy (alpha / beta) is -7.97 / -8.76 eV. The calculation puts the HOMO-LUMO gap (alpha / beta) at 6.2 / 6.1 eV.

CARTESIAN COORDINATES (ANGSTROEM)
1 Ti -0.05 -1.18 0.26
2 C 4.12 1.93 -4.97
3 N 3.12 2.32 -4.00
4 C 3.13 3.71 -3.59
5 C 2.15 1.46 -3.53
6 N 1.69 1.43 -2.32
7 C 2.52 1.93 -1.24
8 C 2.70 0.88 -0.15
9 N 1.62 0.55 0.83
10 C 1.05 1.80 1.40
11 C 0.06 2.56 0.51
12 N -1.30 2.34 0.91
13 C -2.01 3.30 1.39
14 N -1.52 4.49 1.91
15 C -0.38 4.52 2.79
16 C -2.17 5.76 1.68
17 N -3.38 3.19 1.38
18 C -4.02 2.23 0.51
19 C -4.18 3.60 2.52
20 C 2.33 -0.15 1.93
21 C 1.40 -0.92 2.85
22 N 0.77 -1.99 2.07
23 C 0.33 -3.06 2.70
24 N 0.05 -3.09 4.03
25 C 0.23 -4.31 4.81
26 C -0.59 -2.00 4.75
27 N 0.12 -4.22 2.03
28 C -1.05 -5.04 2.28
29 C 1.05 -4.72 1.04
30 N 1.66 0.56 -4.44
31 C 1.10 -0.71 -4.00
32 C 1.43 0.89 -5.83
33 H 5.11 2.19 -4.59
34 H 3.98 2.43 -5.93
35 H 4.08 0.85 -5.12
36 H 3.13 4.35 -4.48
37 H 4.01 3.96 -2.99
38 H 2.24 3.94 -3.01
39 H 2.15 2.87 -0.82
40 H 3.54 2.13 -1.58
41 H 3.57 1.20 0.44
42 H 2.98 -0.05 -0.65
43 H 1.90 2.44 1.68
44 H 0.53 1.54 2.33
45 H 0.17 2.19 -0.51
46 H 0.34 3.62 0.49
47 H -0.10 3.51 3.08
48 H -0.62 5.08 3.70
49 H 0.50 5.00 2.33
50 H -2.99 5.63 0.97
51 H -1.46 6.47 1.25
52 H -2.57 6.20 2.60
53 H -3.34 1.99 -0.31
54 H -4.95 2.65 0.12
55 H -4.24 1.29 1.03
56 H -3.57 4.15 3.23
57 H -4.59 2.72 3.02
58 H -5.01 4.24 2.21
59 H 2.92 0.57 2.51
60 H 3.03 -0.86 1.49
61 H 0.65 -0.24 3.27
62 H 1.97 -1.32 3.69
63 H 0.85 -5.01 4.26
64 H -0.72 -4.78 5.06
65 H 0.74 -4.05 5.74
66 H -1.00 -1.28 4.05
67 H 0.09 -1.52 5.46
68 H -1.43 -2.41 5.32
69 H -1.74 -4.52 2.93
70 H -0.78 -6.00 2.72
71 H -1.56 -5.22 1.33
72 H 0.57 -4.82 0.06
73 H 1.40 -5.71 1.35
74 H 1.89 -4.05 0.95
75 H 1.55 -1.53 -4.56
76 H 0.01 -0.74 -4.17
77 H 1.28 -0.85 -2.94
78 H 2.00 0.25 -6.50
79 H 1.70 1.93 -6.02
80 H 0.37 0.77 -6.07
81 C -4.95 -1.26 2.84
82 S -4.76 -2.26 1.37
83 C -3.08 -1.98 0.90
84 S -2.13 -0.75 1.66
85 N -2.71 -2.74 -0.08
86 N -1.38 -2.55 -0.42
87 C -1.02 -3.19 -1.54
88 C 0.33 -3.12 -1.89
89 C 0.90 -3.84 -2.98
90 C 2.25 -3.88 -3.13
91 C 3.07 -3.21 -2.19
92 C 2.48 -2.48 -1.20
93 N 1.13 -2.37 -1.05
94 H -6.02 -1.31 3.08
95 H -4.67 -0.22 2.67
96 H -4.38 -1.66 3.68
97 H -1.74 -3.74 -2.11
98 H 0.24 -4.37 -3.65
99 H 2.70 -4.44 -3.94
100 H 4.15 -3.26 -2.24
101 H 3.08 -1.96 -0.46
102 N -2.69 -0.03 -2.07
103 C -1.46 0.52 -1.98
104 N -1.09 1.53 -2.77
105 O -0.63 0.09 -1.15
106 H -3.41 0.38 -2.63
107 H -2.94 -0.74 -1.39
108 H -1.66 1.84 -3.54
109 H -0.09 1.76 -2.70

Löwdin population analysis, charges in e, atoms 1 to 99:
1. Ti 0.881
2. C -0.057
3. N -0.167
4. C -0.056
5. C -0.394
6. N 0.057
7. C -0.206
8. C -0.154
9. N -0.173
10. C -0.162
11. C -0.221
12. N 0.088
13. C -0.389
14. N -0.176
15. C -0.059
16. C -0.064
17. N -0.160
18. C -0.065
19. C -0.053
20. C -0.186
21. C -0.218
22. N -0.045
23. C -0.394
24. N -0.130
25. C -0.042
26. C -0.052
27. N -0.144
28. C -0.039
29. C -0.028
30. N -0.144
31. C -0.045
32. C -0.053
33. H 0.093
34. H 0.088
35. H 0.093
36. H 0.093
37. H 0.090
38. H 0.089
39. H 0.106
40. H 0.116
41. H 0.127
42. H 0.093
43. H 0.129
44. H 0.101
45. H 0.067
46. H 0.111
47. H 0.080
48. H 0.092
49. H 0.089
50. H 0.092
51. H 0.090
52. H 0.086
53. H 0.061
54. H 0.091
55. H 0.054
56. H 0.083
57. H 0.087
58. H 0.092
59. H 0.132
60. H 0.116
61. H 0.092
62. H 0.136
63. H 0.096
64. H 0.092
65. H 0.098
66. H 0.027
67. H 0.096
68. H 0.098
69. H 0.096
70. H 0.093
71. H 0.095
72. H 0.083
73. H 0.098
74. H 0.080
75. H 0.091
76. H 0.091
77. H 0.062
78. H 0.093
79. H 0.085
80. H 0.089
81. C -0.439
82. S 0.855
83. C -1.085
84. S 0.678
85. N -0.094
86. N -0.185
87. C -0.117
88. C -0.315
89. C -0.039
90. C -0.078
91. C -0.062
92. C -0.171
93. N -0.028
94. H 0.037
95. H -0.009
96. H 0.030
97. H 0.125
98. H 0.121
99. H 0.110